{"formula": "C18H77NO19", "method": "wB97M-V/def2-TZVPD", "symbols": ["N", "H", "H", "H", "H", "O", "H", "C", "O", "H", "H", "H", "H", "C", "O", "H", "H", "H", "H", "C", "O", "H", "H", "H", "H", "C", "O", "H", "H", "H", "H", "C", "O", "H", "H", "H", "H", "C", "O", "H", "H", "H", "H", "C", "O", "H", "H", "H", "H", "C", "O", "H", "H", "H", "H", "C", "O", "H", "H", "H", "H", "C", "O", "H", "H", "H", "H", "C", "O", "H", "H", "H", "H", "C", "O", "H", "H", "H", "H", "C", "O", "H", "H", "H", "H", "C", "O", "H", "H", "H", "H", "C", "O", "H", "H", "H", "H", "C", "O", "H", "H", "H", "H", "C", "O", "H", "H", "H", "H", "C", "O", "H", "H", "H", "H"], "positions_angstrom": [[-0.712068, -2.948145, 1.095877], [-0.452643, -1.938703, 1.037149], [-0.166623, -3.530668, 0.474416], [-1.690558, -3.080224, 0.746719], [-0.540976, -3.261690, 2.042934], [0.487194, -0.745008, -1.173050], [1.067561, -0.566438, -1.930441], [-1.128651, -2.552605, 4.788252], [-0.701653, -3.645119, 3.963620], [-0.330348, -1.810612, 4.795301], [-2.094908, -2.161341, 4.556384], [-1.225408, -2.882982, 5.824550], [0.278089, -3.636823, 3.942379], [3.080014, -2.656285, 0.702109], [2.484062, -1.352940, 0.742637], [2.324991, -3.426815, 0.751048], [3.614813, -2.761910, -0.239222], [3.695785, -2.661381, 1.597903], [1.739129, -1.288541, 0.069572], [2.505497, 4.513277, -1.747702], [1.806165, 3.403505, -2.209055], [3.149850, 4.929187, -2.550997], [1.826963, 5.313740, -1.459254], [3.195845, 4.306482, -0.898812], [1.148600, 3.087874, -1.541115], [-5.180558, -0.414587, -1.484809], [-4.013294, -1.203902, -1.735208], [-4.986205, 0.453026, -0.865073], [-5.674168, -0.153530, -2.438708], [-5.892083, -1.097717, -0.989224], [-3.202667, -0.698964, -1.717615], [2.759846, -2.217047, -4.283077], [2.309087, -3.203838, -3.361775], [3.857629, -2.074258, -4.099839], [2.654460, -2.576225, -5.285462], [2.277279, -1.224094, -4.092303], [1.349905, -3.263190, -3.359506], [2.412778, -0.730954, 4.311553], [1.746161, -1.658166, 3.443602], [3.185546, -0.205035, 3.755301], [1.774153, 0.013643, 4.771093], [2.891384, -1.353483, 5.054980], [1.908506, -1.318593, 2.540209], [-2.529993, 2.000864, -1.883746], [-2.108423, 0.625394, -1.499735], [-1.639118, 2.537132, -2.202382], [-3.183468, 2.060086, -2.747734], [-3.010917, 2.479820, -1.031633], [-1.141619, 0.508141, -1.610403], [1.448480, -5.491773, -0.929149], [0.331268, -4.584167, -0.718144], [1.123295, -6.441175, -0.457425], [1.614966, -5.631888, -1.988788], [2.330675, -5.149337, -0.413223], [0.177450, -4.002213, -1.479907], [-3.333777, -0.464897, 1.655460], [-1.981018, -0.413214, 1.333163], [-3.912076, -0.875110, 0.800461], [-3.464032, -1.169436, 2.528971], [-3.719991, 0.481212, 1.968777], [-1.926699, 0.037711, 0.444999], [5.823447, 0.920286, 2.962267], [5.378926, -0.006049, 1.946656], [6.755751, 0.571453, 3.521943], [6.104799, 1.928638, 2.569519], [5.063283, 1.027293, 3.690176], [5.164341, 0.317942, 1.053970], [0.286748, 1.535260, -4.300959], [0.451227, 2.953412, -4.421014], [0.800085, 1.033040, -5.105490], [0.703080, 1.173103, -3.346132], [-0.793817, 1.226042, -4.209326], [0.927592, 3.237086, -3.620620], [3.869445, 0.568538, -1.896498], [4.152549, 0.260349, -0.530748], [4.144650, -0.355653, -2.448821], [2.777817, 0.796968, -2.091935], [4.503441, 1.442181, -2.219424], [3.493514, -0.321554, -0.069404], [-1.499427, -2.325726, -3.329599], [-0.524912, -2.721757, -2.347896], [-1.625824, -3.206569, -4.012076], [-2.447015, -2.030297, -2.899615], [-1.102247, -1.499816, -3.929279], [-0.089493, -1.939634, -1.892642], [-2.181115, 2.854979, 3.479384], [-1.199845, 2.549966, 2.569919], [-1.789599, 2.628234, 4.464639], [-2.428475, 3.937420, 3.468562], [-3.146647, 2.354275, 3.293269], [-1.336834, 1.723657, 2.082647], [-3.558659, -4.673934, -0.367035], [-3.210562, -3.340189, -0.039219], [-3.357086, -4.869865, -1.415957], [-2.995530, -5.347987, 0.275357], [-4.590871, -4.749150, -0.180901], [-3.603785, -2.750605, -0.729820], [1.647444, 2.084917, 0.893533], [0.421488, 1.966331, 0.062869], [1.539483, 2.899895, 1.603939], [2.018375, 1.217535, 1.421699], [2.527445, 2.313500, 0.319808], [0.474898, 1.076335, -0.400104], [-4.018587, 4.964314, 0.964279], [-3.683875, 4.530299, -0.344274], [-4.177691, 4.130881, 1.656394], [-3.239489, 5.632320, 1.357098], [-4.961796, 5.504908, 0.890505], [-2.705525, 4.496785, -0.364955], [-0.490153, 5.709158, 1.236768], [-1.035538, 4.778892, 0.333505], [-1.179653, 6.532276, 1.407981], [-0.398285, 5.181705, 2.195018], [0.511773, 6.002663, 0.930601], [-0.782752, 3.849881, 0.546537]], "atomic_forces_ev_per_a": [[-0.154, 1.378, -0.064], [-0.436, -0.914, -0.152], [0.870, -0.431, -0.748], [0.033, 0.320, 0.401], [-0.584, -0.082, 0.704], [0.363, 0.661, 0.107], [0.020, 0.044, 0.343], [1.477, -0.482, 1.142], [0.287, 0.059, -0.374], [-0.422, 0.406, -0.233], [-0.454, 0.192, -0.933], [0.057, -0.261, 0.099], [-0.726, 0.195, 0.267], [-0.104, 0.772, 0.100], [-1.234, 0.031, -0.448], [-0.267, -0.240, 0.157], [0.386, -0.189, 0.125], [0.372, -0.453, -0.291], [0.296, 0.157, 0.148], [1.128, 1.208, 0.305], [-0.694, -1.058, 0.489], [-0.500, -0.497, 0.233], [-0.093, 0.136, 0.167], [-0.518, -0.154, -0.357], [0.699, 0.329, -0.214], [-0.355, -1.163, -0.590], [-1.231, -0.961, 0.192], [0.037, 0.179, 0.014], [0.400, 0.278, 0.352], [0.233, 0.461, 0.117], [0.515, 1.126, 0.046], [0.759, 0.561, 1.359], [0.482, -0.048, 0.148], [-0.954, -0.169, -0.101], [-0.295, 0.131, -0.810], [0.205, -0.734, -0.445], [-0.309, 0.325, -0.051], [0.445, -0.709, -0.454], [-0.153, 0.714, -0.314], [0.160, 0.035, -0.023], [-0.486, -0.017, 0.084], [0.170, 0.197, 0.493], [-0.188, -0.402, 0.119], [1.069, -0.707, 0.370], [-0.265, 1.148, -0.285], [0.105, 0.255, 0.298], [-0.319, -0.715, -0.042], [0.109, -0.114, -0.114], [-0.283, -0.196, -0.035], [-1.719, -0.266, 0.633], [0.981, -0.831, 0.191], [0.366, 0.355, -0.426], [0.232, -0.038, -0.131], [0.388, 0.211, -0.077], [-0.195, 0.103, -0.391], [-1.051, -1.990, 0.550], [1.090, 1.088, -1.315], [0.111, 0.300, 0.638], [0.147, 0.630, -0.920], [-0.372, 0.833, 0.075], [0.112, -0.528, 0.834], [1.667, 0.056, -1.334], [0.499, -0.150, 1.064], [-1.141, -0.055, -1.004], [-0.408, -0.719, 0.078], [-0.906, 0.247, 0.782], [0.271, 0.630, 0.390], [-0.756, 0.537, 1.126], [-0.484, -0.945, -0.083], [-0.072, -0.301, -0.386], [0.253, 0.092, -0.196], [0.811, 0.408, -0.627], [0.072, 0.140, -0.251], [-0.189, -0.606, -0.010], [0.009, 0.690, 0.335], [-0.177, 0.805, -0.310], [1.155, -0.041, 0.310], [-0.705, -0.952, 0.374], [0.161, 0.356, -0.688], [1.105, -0.956, -0.427], [-0.460, -0.608, -0.781], [-0.139, 0.801, 0.554], [-0.062, -0.199, 0.016], [-0.099, 0.022, -0.006], [-0.309, 0.597, 0.274], [-1.295, 0.606, 0.791], [1.179, -0.070, -1.719], [-0.384, -0.153, 0.518], [0.353, -0.425, -0.168], [0.385, -0.099, 0.178], [-0.124, 0.092, 0.332], [0.825, 0.446, -0.116], [0.051, 0.697, -0.453], [0.154, -0.262, -0.118], [-0.010, -0.050, -0.090], [-1.453, -0.721, 0.203], [0.427, -0.008, 0.569], [-0.360, 0.464, -0.531], [1.637, -0.880, 0.489], [-0.522, -0.029, 0.031], [-0.924, -0.754, 0.242], [0.184, 0.372, -0.941], [0.002, 0.553, 0.540], [-0.094, 0.197, -0.291], [0.354, -0.136, 0.171], [0.161, -0.045, -0.010], [-0.316, -0.162, 0.066], [0.016, 0.124, 0.091], [-0.443, 0.240, 0.052], [0.212, -1.267, 1.133], [-0.141, -0.974, -0.905], [0.152, 0.204, -0.415], [0.164, 0.343, 0.141], [-0.039, 0.464, -0.100], [0.001, 0.915, 0.154]], "mulliken_charge": [0.840, -0.330, 0.074, 0.319, 0.749, -0.065, -0.468, -0.351, -0.675, -0.010, 0.248, 0.311, 0.307, -0.800, 0.768, -0.115, 0.424, 0.363, -0.206, -0.733, -0.560, 0.282, 0.263, 0.265, 0.161, -0.826, -0.679, 0.322, 0.211, 0.333, 0.413, -0.512, -0.457, 0.215, 0.343, 0.042, 0.282, -0.468, -0.392, -0.136, 0.292, 0.379, 0.047, -0.825, 0.165, 0.198, 0.255, 0.385, -0.326, -0.755, -0.485, 0.274, 0.313, 0.273, 0.503, -0.486, 0.284, -0.057, 0.178, 0.203, 0.024, -0.662, -0.445, 0.229, 0.271, 0.255, 0.427, -0.216, -0.628, 0.376, -0.221, 0.128, 0.559, -0.178, -0.578, 0.087, -0.024, 0.292, 0.314, -0.497, -0.538, 0.300, 0.142, 0.215, 0.158, -0.826, -0.348, 0.309, 0.240, 0.223, 0.139, -0.901, -0.665, 0.281, 0.341, 0.307, 0.341, -0.591, 1.149, 0.444, -0.154, 0.226, -0.677, -0.332, -0.568, 0.100, 0.047, 0.319, 0.462, -0.862, -0.536, 0.321, 0.272, 0.262, 0.325], "lumo_energy_ev": 0.5, "homo_lumo_gap_ev": 10.2, "energy_ev": -60301.5297}